Entry 1:
The following is a DFT calculation (ωB97M-V with the def2-TZVPD basis set) of a structure of composition C46H69O35Pt at a distorted geometry.

* LUMO energy (spin up / spin down): -1.87 / -1.88 eV
* electronic energy: -123721.994 eV
* spin multiplicity: 3
* relative energy (zero: lowest compared OMol25 entry of this formula, charge and spin): 0.0 kJ/mol
* total charge: +1
* HOMO-LUMO gap (spin up / spin down): 8.709 / 8.392 eV
* E_HOMO (spin up / spin down): -10.6 / -10.3 eV

Geometry as XYZ:
```
151
C46H69O35Pt, DFT ωB97M-V with the def2-TZVPD basis set
Pt 10.809 -10.830 -25.413
C 6.806 -11.647 -24.888
C 8.301 -11.418 -25.025
O 8.838 -10.466 -24.409
O 8.995 -12.013 -25.868
H 6.553 -11.848 -23.847
H 6.451 -12.324 -25.664
H 6.285 -10.727 -25.154
C 14.537 -7.169 -28.261
C 14.987 -8.535 -27.594
C 15.683 -8.302 -26.257
O 15.035 -9.172 -25.405
C 13.922 -9.716 -26.003
O 13.117 -10.533 -25.570
O 13.781 -9.162 -27.198
H 15.370 -6.542 -28.579
H 13.889 -6.487 -27.710
H 13.966 -7.278 -29.183
H 15.573 -9.139 -28.286
H 15.586 -7.288 -25.869
H 16.748 -8.481 -26.408
C 8.203 -14.703 -28.605
C 7.245 -15.906 -28.946
C 5.809 -15.701 -28.447
O 4.995 -15.944 -29.560
C 5.663 -15.834 -30.644
O 5.205 -15.964 -31.795
O 6.978 -15.697 -30.340
H 7.817 -13.766 -29.007
H 9.197 -15.009 -28.933
H 8.401 -14.550 -27.545
H 7.575 -16.919 -28.716
H 5.722 -14.667 -28.114
H 5.492 -16.301 -27.594
C 16.190 -14.943 -25.645
C 16.491 -13.675 -24.836
C 15.452 -12.566 -24.850
O 14.934 -12.528 -23.520
C 15.780 -13.178 -22.768
O 15.687 -13.150 -21.545
O 16.629 -13.958 -23.486
H 15.199 -15.376 -25.507
H 16.864 -15.737 -25.323
H 16.266 -14.727 -26.710
H 17.446 -13.225 -25.105
H 14.686 -12.698 -25.614
H 16.052 -11.701 -25.133
C 8.425 -11.381 -31.091
C 9.870 -11.676 -30.679
C 10.798 -10.547 -31.011
O 11.438 -10.344 -29.793
C 10.765 -10.881 -28.825
O 11.068 -10.670 -27.647
O 9.771 -11.602 -29.280
H 7.651 -11.879 -30.507
H 8.148 -11.605 -32.121
H 8.154 -10.346 -30.884
H 10.156 -12.701 -30.915
H 10.264 -9.660 -31.354
H 11.492 -10.798 -31.813
C 12.520 -11.923 -19.294
C 12.381 -12.898 -20.435
C 11.093 -13.623 -20.479
O 10.647 -13.325 -21.763
C 11.513 -12.511 -22.397
O 11.365 -12.187 -23.597
O 12.468 -12.047 -21.530
H 12.337 -12.397 -18.330
H 11.793 -11.121 -19.421
H 13.499 -11.451 -19.388
H 13.244 -13.561 -20.377
H 10.411 -13.325 -19.683
H 11.378 -14.650 -20.250
C 10.275 -4.343 -27.537
C 9.893 -5.756 -27.946
C 11.027 -6.503 -28.684
O 11.216 -7.707 -27.985
C 10.472 -7.634 -26.849
O 10.335 -8.561 -26.032
O 9.807 -6.510 -26.705
H 10.341 -3.584 -28.317
H 11.234 -4.254 -27.028
H 9.502 -4.005 -26.847
H 8.991 -5.792 -28.557
H 11.946 -5.936 -28.828
H 10.604 -6.490 -29.689
C 14.324 -11.530 -29.486
C 15.518 -12.268 -28.882
C 16.765 -12.236 -29.789
O 17.749 -11.583 -28.990
C 17.257 -11.290 -27.721
O 17.865 -10.858 -26.767
O 15.967 -11.648 -27.673
H 13.975 -12.028 -30.391
H 14.553 -10.481 -29.677
H 13.555 -11.502 -28.714
H 15.190 -13.289 -28.689
H 16.561 -11.713 -30.724
H 17.095 -13.268 -29.905
C 8.207 -10.899 -20.289
C 6.811 -10.331 -20.133
C 6.145 -10.716 -18.818
O 5.603 -9.452 -18.465
C 6.155 -8.445 -19.122
O 6.026 -7.284 -18.849
O 7.031 -8.950 -20.043
H 8.777 -10.435 -21.094
H 8.170 -11.982 -20.407
H 8.826 -10.757 -19.403
H 6.226 -10.518 -21.033
H 6.789 -11.254 -18.122
H 5.378 -11.461 -19.032
C 7.399 -6.037 -24.645
C 6.925 -7.509 -24.666
C 6.570 -8.023 -23.273
O 5.180 -8.361 -23.424
C 4.762 -8.138 -24.680
O 3.688 -8.370 -25.072
O 5.754 -7.577 -25.388
H 6.725 -5.447 -24.024
H 7.474 -5.621 -25.650
H 8.361 -5.939 -24.143
H 7.615 -8.149 -25.215
H 6.740 -7.306 -22.470
H 7.055 -8.982 -23.090
C 13.451 -16.886 -27.270
C 12.218 -16.064 -27.402
C 11.160 -16.200 -26.259
O 10.947 -14.877 -25.881
C 11.794 -14.049 -26.478
O 11.847 -12.853 -26.294
O 12.608 -14.764 -27.293
H 13.274 -17.961 -27.260
H 13.943 -16.708 -26.313
H 14.255 -16.680 -27.977
H 11.720 -16.250 -28.353
H 11.633 -16.771 -25.461
H 10.377 -16.805 -26.717
C 11.156 -8.356 -19.351
C 10.790 -7.883 -20.710
C 11.872 -6.960 -21.325
O 12.034 -7.467 -22.659
C 11.370 -8.670 -22.736
O 11.379 -9.447 -23.667
O 10.748 -8.967 -21.610
H 10.545 -9.201 -19.036
H 11.107 -7.519 -18.655
H 12.197 -8.680 -19.333
H 9.817 -7.397 -20.629
H 12.813 -7.001 -20.776
H 11.629 -5.897 -21.338
```

Mulliken atomic charge list, values in e, 6 entries: Pt 5.3115; C -1.0518; C 0.1937; O -0.9230; O -0.7747; H 0.2883

=====

Entry 2:
The following is a DFT calculation (ωB97M-V with the def2-TZVPD basis set) of a cluster of 7 separate species, C46H70ClF5N9O2 in total at a distorted geometry.

* LUMO energy: -3.57 eV
* electronic energy: -92444.336 eV
* total charge: +1
* HOMO-LUMO gap: 5.537 eV
* E_HOMO: -9.1 eV

Geometry as XYZ:
```
133
C46H70ClF5N9O2, DFT ωB97M-V with the def2-TZVPD basis set
C -2.831 -0.639 -3.713
C -2.179 -1.166 -5.010
C -3.065 -2.166 -5.756
C -3.006 -3.605 -5.201
C -1.605 -4.077 -4.740
C -1.424 -4.065 -3.204
C -0.358 -3.075 -2.716
C -0.247 -3.014 -1.166
C 1.065 -3.646 -0.640
C 1.520 -2.960 0.661
C 2.533 -1.853 0.366
C 2.889 -1.031 1.629
C 4.403 -0.829 1.848
N 4.854 0.461 1.301
Cl 5.119 0.469 -0.372
C 4.992 1.563 1.983
N 5.387 2.720 1.380
C 6.789 2.788 0.821
C 7.564 3.989 1.395
C 7.858 5.094 0.359
C 7.052 6.380 0.554
F 6.113 6.249 1.521
F 7.890 7.373 0.947
C 6.323 6.905 -0.739
F 5.174 7.503 -0.388
F 7.069 7.792 -1.379
F 6.002 5.900 -1.572
N 4.681 1.514 3.348
C 3.496 2.303 3.722
O 3.929 3.391 4.518
C 3.042 4.477 4.432
C 3.492 5.606 3.541
O 2.022 4.477 5.043
H -2.205 0.179 -3.345
H -2.943 -1.407 -2.950
H -3.780 -0.191 -4.004
H -2.050 -0.287 -5.653
H -1.175 -1.543 -4.822
H -4.094 -1.812 -5.648
H -2.859 -2.142 -6.827
H -3.736 -3.748 -4.403
H -3.328 -4.278 -6.001
H -0.817 -3.502 -5.225
H -1.477 -5.106 -5.079
H -1.130 -5.066 -2.872
H -2.348 -3.834 -2.671
H 0.613 -3.309 -3.154
H -0.652 -2.077 -3.047
H -0.271 -1.961 -0.875
H -1.100 -3.543 -0.740
H 1.824 -3.514 -1.411
H 0.880 -4.704 -0.462
H 0.656 -2.510 1.157
H 1.945 -3.693 1.353
H 2.075 -1.183 -0.367
H 3.429 -2.292 -0.077
H 2.391 -0.060 1.605
H 2.511 -1.571 2.499
H 4.653 -0.899 2.900
H 4.938 -1.618 1.323
H 5.224 3.494 2.015
H 7.303 1.862 1.084
H 6.720 2.826 -0.264
H 7.057 4.377 2.277
H 8.521 3.606 1.745
H 8.908 5.373 0.433
H 7.735 4.697 -0.646
H 5.491 1.807 3.886
H 2.770 1.684 4.247
H 3.014 2.690 2.812
H 2.747 6.393 3.578
H 3.572 5.266 2.505
H 4.461 5.982 3.870
N -3.831 -5.648 -0.044
C -2.821 -5.653 0.880
C -2.088 -6.796 0.695
C -2.678 -7.507 -0.385
C -3.749 -6.772 -0.819
H -4.523 -4.927 -0.139
H -2.711 -4.845 1.584
H -1.225 -7.090 1.269
H -2.351 -8.447 -0.797
H -4.454 -6.951 -1.612
N -5.464 -3.557 3.710
C -5.593 -4.095 2.458
C -6.328 -3.220 1.699
C -6.651 -2.110 2.526
C -6.102 -2.344 3.758
H -4.976 -3.985 4.474
H -5.157 -5.050 2.220
H -6.607 -3.360 0.667
H -7.219 -1.238 2.248
H -6.112 -1.756 4.660
N 0.554 1.700 -3.919
C 0.828 1.281 -2.648
C 1.387 2.331 -1.969
C 1.454 3.428 -2.871
C 0.933 3.006 -4.065
H 0.145 1.128 -4.636
H 0.603 0.272 -2.341
H 1.711 2.316 -0.941
H 1.837 4.414 -2.666
H 0.797 3.522 -4.999
N 8.456 5.511 -3.556
C 9.110 6.714 -3.605
C 9.980 6.673 -4.660
C 9.847 5.398 -5.273
C 8.899 4.704 -4.572
H 7.755 5.262 -2.887
H 8.899 7.493 -2.896
H 10.638 7.470 -4.963
H 10.383 5.035 -6.134
H 8.501 3.714 -4.709
N -8.946 1.234 2.915
C -8.466 1.056 4.183
C -7.860 2.221 4.571
C -7.981 3.139 3.492
C -8.656 2.501 2.487
H -9.440 0.542 2.382
H -8.601 0.120 4.699
H -7.386 2.397 5.522
H -7.617 4.152 3.461
H -8.958 2.840 1.511
N -8.920 -4.262 3.751
C -9.728 -4.663 2.724
C -10.973 -4.914 3.239
C -10.913 -4.652 4.634
C -9.634 -4.250 4.917
H -7.952 -4.012 3.660
H -9.349 -4.734 1.719
H -11.830 -5.248 2.679
H -11.716 -4.746 5.346
H -9.173 -3.958 5.845
```

Mulliken atomic charge list, values in e, 6 entries: C -1.1806; C -0.1338; C -0.9908; C -0.8231; C -1.1259; C -0.2977

=====

Entry 3:
The following is a DFT calculation (ωB97M-V with the def2-TZVPD basis set) of a cluster of 13 separate species, C46H74O35 in total at a distorted geometry.

* LUMO energy: 0.39 eV
* electronic energy: -120565.461 eV
* relative energy (zero: lowest compared OMol25 entry of this formula, charge and spin): 0.0 kJ/mol
* HOMO-LUMO gap: 10.146 eV
* E_HOMO: -9.8 eV

Geometry as XYZ:
```
155
C46H74O35, DFT ωB97M-V with the def2-TZVPD basis set
C 4.722 -3.521 2.555
O 4.123 -3.516 1.260
H 3.953 -3.317 3.295
H 5.184 -4.480 2.661
H 5.454 -2.703 2.641
H 3.197 -3.214 1.244
C -4.135 -4.128 0.948
O -4.904 -2.970 0.886
H -4.634 -4.988 0.422
H -3.100 -4.086 0.462
H -4.060 -4.472 2.023
H -4.501 -2.322 1.499
C 4.839 -1.753 -1.912
C 4.037 -3.055 -1.843
C 2.525 -2.880 -1.871
O 2.165 -3.104 -3.212
C 3.216 -3.769 -3.833
O 3.099 -4.387 -4.823
O 4.322 -3.795 -3.059
H 4.442 -1.146 -2.688
H 5.845 -2.069 -2.195
H 4.854 -1.186 -0.985
H 4.368 -3.729 -1.119
H 2.318 -1.867 -1.623
H 2.022 -3.573 -1.218
C 5.873 1.209 1.418
C 4.447 1.537 1.291
C 3.534 0.304 1.249
O 2.327 0.750 1.978
C 2.619 1.837 2.678
O 1.836 2.313 3.500
O 3.848 2.284 2.451
H 6.183 0.416 0.727
H 6.108 0.910 2.434
H 6.553 2.023 1.196
H 4.290 2.230 0.475
H 3.927 -0.570 1.732
H 3.134 -0.112 0.305
C -1.283 2.279 4.971
C -1.548 0.800 4.615
C -2.723 0.056 5.254
O -3.138 -0.845 4.200
C -2.727 -0.242 3.018
O -3.124 -0.629 1.969
O -1.945 0.812 3.244
H -1.050 2.501 6.006
H -2.214 2.886 4.699
H -0.499 2.614 4.360
H -0.683 0.169 4.542
H -3.631 0.595 5.582
H -2.355 -0.596 6.060
C 2.865 -1.333 5.640
C 3.265 0.130 5.865
C 3.998 0.335 7.227
O 5.388 0.201 6.824
C 5.555 0.333 5.486
O 6.619 0.288 4.959
O 4.321 0.437 4.948
H 2.424 -1.455 4.690
H 2.217 -1.852 6.413
H 3.733 -1.989 5.502
H 2.395 0.778 5.577
H 3.820 -0.309 8.106
H 3.876 1.377 7.589
C 0.639 4.202 -5.254
C -0.112 3.496 -6.374
C 0.108 2.011 -6.433
O -1.196 1.416 -6.149
C -2.142 2.365 -6.114
O -3.327 2.222 -5.909
O -1.573 3.621 -6.172
H 1.620 3.701 -5.234
H 0.148 4.028 -4.281
H 0.842 5.286 -5.411
H 0.015 3.943 -7.351
H 0.841 1.609 -5.695
H 0.358 1.576 -7.422
C -0.222 0.382 -2.118
C -0.404 0.021 -0.673
C -1.262 -1.299 -0.492
O -0.343 -2.099 0.342
C 0.751 -1.488 0.595
O 1.669 -1.893 1.296
O 0.793 -0.281 -0.021
H 0.612 1.103 -2.223
H -1.061 0.956 -2.388
H -0.059 -0.439 -2.788
H -0.777 0.891 -0.241
H -1.440 -1.718 -1.481
H -2.129 -1.083 0.117
C -1.542 -1.376 -5.314
C -1.767 -2.878 -5.338
C -0.669 -3.551 -4.617
O -1.171 -3.561 -3.268
C -2.517 -3.414 -3.321
O -3.220 -3.525 -2.340
O -2.938 -3.130 -4.577
H -1.855 -0.959 -4.366
H -2.193 -0.957 -6.048
H -0.551 -1.176 -5.579
H -1.875 -3.342 -6.404
H 0.268 -2.990 -4.707
H -0.471 -4.592 -4.917
C -6.405 -2.403 -2.089
C -5.638 -1.384 -3.008
C -6.342 -0.065 -3.183
O -5.712 0.824 -2.314
C -4.574 0.275 -1.847
O -3.869 0.811 -1.044
O -4.401 -0.943 -2.338
H -5.937 -3.358 -1.862
H -7.268 -2.604 -2.715
H -6.670 -1.995 -1.126
H -5.450 -1.820 -3.994
H -7.422 -0.174 -2.980
H -6.196 0.301 -4.170
C -5.042 4.407 -1.685
C -3.637 4.085 -2.104
C -3.149 4.847 -3.262
O -1.759 4.957 -3.011
C -1.551 4.961 -1.686
O -0.561 5.377 -1.181
O -2.670 4.406 -1.129
H -5.688 3.826 -2.364
H -5.307 5.455 -1.663
H -5.141 3.967 -0.680
H -3.507 3.033 -2.298
H -3.576 5.895 -3.041
H -3.303 4.624 -4.343
C 3.680 5.948 0.881
C 2.472 5.445 0.074
C 2.385 5.949 -1.312
O 2.283 4.745 -2.149
C 2.484 3.688 -1.322
O 2.472 2.538 -1.695
O 2.506 4.040 -0.028
H 3.593 5.339 1.789
H 3.690 7.032 1.088
H 4.545 5.703 0.314
H 1.528 5.655 0.584
H 3.222 6.476 -1.741
H 1.542 6.652 -1.499
C -0.238 -5.353 4.036
C -1.157 -4.325 4.618
C -2.296 -4.594 5.620
O -2.285 -3.420 6.546
C -1.160 -2.744 6.358
O -0.860 -1.770 6.934
O -0.405 -3.355 5.422
H -0.657 -5.895 3.179
H 0.194 -6.006 4.787
H 0.617 -4.738 3.720
H -1.532 -3.672 3.838
H -1.979 -5.427 6.239
H -3.298 -4.732 5.212
```

Mulliken atomic charge list, values in e, 6 entries: C -0.4949; O -0.4470; H -0.0120; H 0.3581; H 0.2193; H 0.3036

=====

Values of molar mass, in order: 1377.101; 911.570; 1187.063, all in Da.